1.
The following is a DFT calculation (ωB97M-V with the def2-TZVPD basis set) of the ion C25H26NO2 with charge +1 in a non-equilibrium geometry.

Summary:
- Energy: -1173.2101 a.u.
- ΔE to the lowest compared entry with this formula, charge and spin: 10.8 kcal/mol
- Net charge: +1
- SMILES string: COc1ccc(C2([N@@H+]3CCC[C@H]3CO)c3ccccc3-c3ccccc32)cc1
- Gap between HOMO and LUMO: 8.27 eV

Each line ends with the natural charge from an NBO analysis.
Element x y z (Å)
C -3.417 -4.080 2.021  -0.26
O -2.047 -4.460 1.718  -0.49
C -1.076 -3.505 1.700  0.34
C 0.229 -3.881 1.289  -0.25
C 1.239 -2.948 1.230  -0.19
C 1.061 -1.629 1.656  -0.07
C 2.309 -0.741 1.619  0.10
C 2.021 0.747 1.980  0.01
C 2.616 1.614 1.045  -0.05
C 2.642 2.996 1.236  -0.19
C 1.993 3.528 2.347  -0.18
C 1.299 2.670 3.226  -0.21
C 1.290 1.276 3.041  -0.22
C 3.156 0.805 -0.058  -0.07
C 2.892 -0.555 0.182  0.01
C 2.969 -1.427 -0.907  -0.20
C 3.558 -0.971 -2.096  -0.21
C 3.991 0.351 -2.261  -0.17
C 3.754 1.273 -1.231  -0.20
C -0.251 -1.229 1.983  -0.11
C -1.289 -2.160 2.069  -0.32
H -3.999 -5.004 1.944  0.22
H -3.501 -3.670 3.047  0.18
H -3.797 -3.337 1.292  0.19
H 0.430 -4.917 1.033  0.23
H 2.195 -3.253 0.808  0.20
H 3.202 3.619 0.524  0.23
H 2.012 4.600 2.536  0.23
H 0.779 3.095 4.082  0.23
H 0.734 0.627 3.714  0.23
H 2.583 -2.434 -0.879  0.22
H 3.691 -1.672 -2.922  0.23
H 4.480 0.668 -3.181  0.23
H 4.032 2.324 -1.313  0.23
H -0.518 -0.187 2.172  0.22
H -2.277 -1.850 2.428  0.23
O 2.303 -3.263 4.266  -0.74
C 3.692 -3.541 4.080  -0.08
C 4.208 -2.711 2.890  -0.05
C 5.703 -2.447 3.045  -0.42
C 5.909 -0.952 2.887  -0.43
C 4.549 -0.285 3.053  -0.22
N 3.505 -1.335 2.652  -0.43
H 1.938 -3.979 4.841  0.50
H 4.252 -3.440 5.043  0.18
H 3.843 -4.581 3.741  0.20
H 4.021 -3.344 2.008  0.23
H 6.156 -2.844 3.973  0.23
H 6.195 -2.971 2.222  0.24
H 6.679 -0.540 3.555  0.25
H 6.252 -0.754 1.865  0.22
H 4.331 -0.104 4.127  0.21
H 4.503 0.671 2.495  0.26
H 2.836 -1.347 3.428  0.45

2.
The following is a DFT calculation (ωB97M-V with the def2-TZVPD basis set) of a cluster of 6 separate species, C39H81BrN5O6 in total in a non-equilibrium geometry.

Summary:
- Energy: -4833.4309 a.u.
- Net charge: +1
- Gap between HOMO and LUMO: 7.26 eV

Each line ends with the Löwdin charge.
Element x y z (Å)
C 4.655 -0.427 -0.420  -0.12
C 4.781 0.325 -1.782  -0.26
C 3.473 0.225 -2.619  -0.22
C 2.272 0.962 -1.934  -0.18
C 0.904 0.266 -2.239  -0.16
C -0.199 1.267 -2.723  -0.14
N -1.546 0.934 -2.189  -0.06
C -2.370 0.053 -3.010  -0.01
C -1.851 1.468 -1.017  -0.27
N -0.996 2.240 -0.316  0.19
C -1.578 2.623 0.832  -0.01
N -2.812 2.078 0.779  -0.04
C -3.685 2.389 1.922  -0.08
C -3.105 1.773 3.253  -0.76
O -2.824 0.619 3.299  0.07
Br -2.834 3.015 4.747  0.74
N -3.033 1.341 -0.329  0.06
C -4.314 0.684 -0.571  -0.08
C -4.315 -0.876 -0.422  -0.15
C -3.278 -1.450 0.583  -0.15
C -2.597 -2.776 0.142  -0.13
N -3.521 -3.843 -0.201  -0.11
C -3.645 -5.011 0.511  -0.12
C -4.560 -5.868 -0.048  -0.08
C -5.071 -5.177 -1.234  -0.07
C -4.392 -3.982 -1.245  -0.15
H 4.234 -1.430 -0.601  0.07
H 4.031 0.152 0.283  0.06
H 5.657 -0.530 0.026  0.07
H 5.621 -0.135 -2.335  0.10
H 5.030 1.382 -1.576  0.11
H 3.252 -0.835 -2.832  0.11
H 3.707 0.715 -3.585  0.11
H 2.423 0.895 -0.846  0.09
H 2.312 2.001 -2.299  0.11
H 0.555 -0.378 -1.413  0.11
H 1.108 -0.429 -3.077  0.10
H -0.249 1.130 -3.817  0.12
H 0.070 2.320 -2.567  0.10
H -3.344 0.482 -3.297  0.10
H -1.875 -0.220 -3.954  0.11
H -2.486 -0.904 -2.467  0.09
H -1.201 3.269 1.623  0.16
H -4.748 2.150 1.788  0.14
H -3.639 3.486 2.061  0.09
H -4.587 0.901 -1.617  0.12
H -5.144 1.082 0.027  0.12
H -4.273 -1.334 -1.420  0.07
H -5.314 -1.146 -0.035  0.13
H -2.473 -0.754 0.874  0.10
H -3.824 -1.690 1.515  0.12
H -1.904 -2.618 -0.704  0.12
H -2.017 -3.145 1.005  0.13
H -3.072 -5.269 1.403  0.12
H -4.835 -6.865 0.288  0.10
H -5.795 -5.541 -1.960  0.10
H -4.560 -3.270 -2.055  0.10
C -0.183 -8.008 3.045  -0.08
C 0.207 -7.328 1.743  -0.28
O 0.215 -5.912 1.825  -0.18
C 1.126 -5.344 2.752  -0.28
C 2.580 -5.666 2.451  -0.08
H -1.129 -7.613 3.419  0.08
H -0.284 -9.084 2.895  0.08
H 0.567 -7.851 3.822  0.07
H -0.531 -7.580 0.980  0.12
H 1.171 -7.697 1.381  0.11
H 0.861 -5.636 3.773  0.10
H 0.987 -4.262 2.692  0.11
H 2.791 -6.728 2.581  0.07
H 3.238 -5.112 3.123  0.08
H 2.826 -5.406 1.420  0.08
C -2.463 6.198 1.163  -0.09
C -2.733 7.694 1.192  -0.27
O -3.854 8.048 1.975  -0.15
C -3.784 7.722 3.354  -0.28
C -2.641 8.407 4.084  -0.07
H -3.363 5.649 0.871  0.08
H -1.661 5.969 0.457  0.07
H -2.157 5.825 2.146  0.06
H -2.954 8.030 0.178  0.12
H -1.846 8.245 1.518  0.11
H -3.740 6.634 3.488  0.10
H -4.728 8.050 3.788  0.12
H -1.669 8.047 3.740  0.07
H -2.706 8.214 5.155  0.08
H -2.669 9.484 3.916  0.09
C -1.590 -3.922 7.171  -0.08
C -0.994 -5.180 6.559  -0.29
O 0.256 -5.542 7.115  -0.16
C 0.260 -5.845 8.501  -0.28
C -0.622 -7.026 8.869  -0.08
H -0.872 -3.101 7.138  0.08
H -2.492 -3.627 6.631  0.07
H -1.866 -4.074 8.216  0.07
H -0.812 -5.000 5.498  0.10
H -1.698 -6.017 6.619  0.11
H -0.007 -4.958 9.086  0.11
H 1.294 -6.083 8.753  0.12
H -1.679 -6.804 8.712  0.07
H -0.489 -7.285 9.920  0.08
H -0.375 -7.895 8.256  0.08
C 7.340 2.005 -5.846  -0.08
C 7.960 0.943 -4.954  -0.28
O 7.296 -0.308 -5.017  -0.17
C 7.280 -0.945 -6.284  -0.28
C 8.664 -1.277 -6.815  -0.08
H 6.270 2.097 -5.650  0.08
H 7.816 2.971 -5.675  0.08
H 7.458 1.761 -6.904  0.07
H 7.886 1.274 -3.916  0.11
H 9.027 0.823 -5.169  0.11
H 6.716 -0.345 -7.006  0.11
H 6.722 -1.873 -6.147  0.12
H 9.233 -0.376 -7.048  0.07
H 8.587 -1.867 -7.730  0.08
H 9.234 -1.843 -6.077  0.08
C -1.605 5.145 -3.314  -0.08
C -0.260 5.770 -2.983  -0.29
O 0.773 5.386 -3.868  -0.17
C 0.596 5.745 -5.231  -0.28
C 0.504 7.243 -5.459  -0.08
H -1.513 4.059 -3.398  0.06
H -2.338 5.381 -2.538  0.07
H -2.000 5.514 -4.262  0.07
H 0.051 5.430 -1.992  0.11
H -0.337 6.861 -2.930  0.11
H -0.275 5.229 -5.651  0.11
H 1.469 5.360 -5.759  0.12
H -0.403 7.663 -5.018  0.07
H 0.487 7.464 -6.526  0.08
H 1.355 7.754 -5.006  0.09